Entry 1:
A cluster of 2 separate species, C7H16Si in total in a non-equilibrium geometry. Source: OMol25; level of theory: ωB97M-V/def2-TZVPD.

The geometry in XYZ format:
```
24
Properties=species:S:1:pos:R:3:nbo_charge:R:1
C 0.074 2.493 0.265 -1.087
Si -0.390 0.710 -0.204 1.141
C 1.120 -0.472 -0.028 -0.426
C 0.855 -1.757 -0.817 -0.607
C 2.392 0.177 -0.575 -0.609
C 1.342 -0.840 1.440 -0.609
H -0.760 3.160 0.073 0.240
H 0.332 2.582 1.316 0.235
H 0.919 2.852 -0.316 0.236
H -1.469 0.238 0.671 -0.181
H -0.842 0.682 -1.601 -0.182
H 0.775 -1.545 -1.881 0.210
H 1.668 -2.468 -0.673 0.203
H -0.071 -2.227 -0.496 0.204
H 3.224 -0.527 -0.546 0.204
H 2.670 1.049 0.013 0.206
H 2.252 0.491 -1.609 0.206
H 1.558 0.043 2.038 0.205
H 0.455 -1.324 1.850 0.208
H 2.178 -1.531 1.542 0.203
C -4.263 -0.930 0.053 -0.227
C -4.870 0.039 -0.290 -0.232
H -3.743 -1.798 0.329 0.230
H -5.404 0.903 -0.554 0.230
```

Output
highest occupied orbital energy: -9.827 eV
energy: -15393.9641 eV
net charge: 0
E_LUMO: 0.85 eV
Kohn-Sham gap: 10.68 eV

***

Entry 2:
A structure of composition C7H17AgClNO3 in a non-equilibrium geometry. Source: OMol25; level of theory: ωB97M-V/def2-TZVPD.

The geometry in XYZ format:
```
30
Properties=species:S:1:pos:R:3:nbo_charge:R:1
Ag -9.914 22.612 -23.400 0.853
Cl -9.808 21.311 -20.917 -0.880
C -10.686 24.464 -26.545 -0.268
O -10.365 23.107 -26.127 -0.563
C -11.357 22.098 -26.319 -0.097
C -12.498 21.985 -25.242 -0.088
O -12.036 21.663 -23.952 -0.602
C -12.993 21.211 -22.966 -0.265
H -9.888 25.206 -26.518 0.209
H -11.461 24.947 -25.950 0.176
H -10.981 24.482 -27.594 0.181
H -10.883 21.120 -26.231 0.200
H -11.636 22.114 -27.372 0.196
H -13.263 21.275 -25.557 0.189
H -13.012 22.946 -25.207 0.166
H -13.203 20.149 -23.095 0.188
H -13.912 21.787 -22.865 0.180
H -12.498 21.389 -22.012 0.239
C -6.073 20.100 -19.118 -0.690
C -7.118 18.960 -18.748 0.670
O -6.810 18.358 -17.638 -0.711
N -8.218 18.699 -19.422 -0.607
C -9.177 17.648 -19.079 -0.419
H -6.408 20.536 -20.059 0.210
H -5.093 19.637 -19.001 0.241
H -6.248 20.809 -18.308 0.235
H -8.476 19.346 -20.153 0.427
H -10.172 17.971 -18.774 0.202
H -8.810 16.944 -18.332 0.237
H -9.310 17.015 -19.957 0.190
```

Output
highest occupied orbital energy: -8.226 eV
energy: -31687.1107 eV
net charge: 0
E_LUMO: -0.90 eV
Kohn-Sham gap: 7.33 eV

***

Entry 3:
A cluster of 2 separate species, C7H17B2F3NO5 in total in a non-equilibrium geometry. Source: OMol25; level of theory: ωB97M-V/def2-TZVPD.

The geometry in XYZ format:
```
35
Properties=species:S:1:pos:R:3:nbo_charge:R:1
C 0.654 0.920 -0.042 -0.618
C -0.784 1.430 -0.131 0.078
O -1.515 0.435 -0.822 -0.726
C -0.763 2.791 -0.909 -0.052
O -1.084 2.612 -2.233 -0.730
B -0.155 3.274 -3.242 -0.275
B 0.869 2.227 -4.087 0.891
N 2.100 2.777 -4.790 -1.166
O 0.655 0.851 -4.291 -0.951
H 0.939 0.574 -1.033 0.211
H 1.293 1.763 0.188 0.204
H 0.796 0.103 0.658 0.190
H -1.184 1.555 0.879 0.130
H -2.410 0.768 -0.982 0.469
H 0.217 3.253 -0.783 0.159
H -1.491 3.461 -0.414 0.120
H 0.487 4.211 -2.757 -0.093
H -0.856 3.791 -4.126 -0.054
H 2.651 3.227 -4.066 0.363
H 1.747 3.562 -5.336 0.360
H 0.571 0.380 -3.452 0.489
C -0.108 -5.224 3.033 -0.637
C -1.011 -4.163 2.443 -0.079
O -0.869 -2.911 3.139 -0.480
C 0.171 -2.168 2.774 0.693
O 0.987 -2.445 1.949 -0.529
C 0.156 -0.843 3.550 0.898
F -0.080 -1.040 4.863 -0.319
F -0.791 -0.026 3.077 -0.300
F 1.325 -0.207 3.452 -0.301
H -0.292 -5.331 4.102 0.210
H -0.287 -6.183 2.547 0.218
H 0.941 -4.962 2.902 0.225
H -2.056 -4.441 2.561 0.193
H -0.823 -4.019 1.381 0.208
```

Output
highest occupied orbital energy: -3.103 eV
energy: -28769.9042 eV
net charge: -1
E_LUMO: 2.35 eV
Kohn-Sham gap: 5.46 eV

***

Entry 4:
A cluster of 2 separate species, C7H17BCl2NO in total in a non-equilibrium geometry. Source: OMol25; level of theory: ωB97M-V/def2-TZVPD.

The geometry in XYZ format:
```
29
Properties=species:S:1:pos:R:3:nbo_charge:R:1
C -0.546 4.655 -0.829 -1.038
B 0.487 3.398 -0.442 1.082
O 1.903 3.725 -0.143 -0.937
C -0.146 1.882 -0.381 -0.415
C 0.301 0.751 -1.480 -0.413
C -0.699 -0.479 -0.946 -0.438
C -0.992 -0.104 0.656 -0.251
N -0.033 1.076 0.919 -0.537
H -0.444 4.977 -1.974 0.286
H -0.445 5.568 -0.095 0.272
H -1.669 4.269 -0.706 0.225
H 2.025 3.990 0.821 0.516
H -1.306 2.017 -0.464 0.235
H 1.395 0.355 -1.212 0.228
H 0.120 1.019 -2.619 0.279
H -1.674 -0.247 -1.593 0.242
H -0.324 -1.582 -1.074 0.258
H -0.693 -0.890 1.470 0.261
H -2.092 0.289 0.805 0.242
H 0.899 0.568 0.987 0.442
H -0.185 1.631 1.794 0.449
Cl 1.389 -2.860 1.608 -0.094
C 1.228 -4.560 1.098 -0.380
C -0.086 -4.823 0.382 -0.392
Cl -1.485 -4.709 1.479 -0.048
H 1.338 -5.192 1.985 0.240
H 2.066 -4.768 0.426 0.234
H -0.089 -5.836 -0.030 0.240
H -0.244 -4.120 -0.443 0.211
```

Output
highest occupied orbital energy: -13.470 eV
energy: -36785.8991 eV
net charge: +1
E_LUMO: -3.52 eV
Kohn-Sham gap: 9.95 eV